Record 1
Density functional theory data (ωB97M-V/def2-TZVPD) for the molecule C4H3NS.

Each line ends with the natural charge from an NBO analysis.
Atoms and positions in Å:
C1 -0.2272 0.2563 0.0715  -0.5252
C2 0.7205 0.4399 1.1315  -0.0424
C3 1.4029 0.6028 2.0879  -0.1567
C4 0.2073 0.7597 -1.2838  0.2772
H1 -0.0690 -1.9838 -0.2532  0.1180
H2 -1.0533 0.9370 0.2839  0.2871
H3 1.9724 0.6730 2.9832  0.2419
N1 0.6222 1.2145 -2.2807  -0.2915
S1 -1.1142 -1.2799 0.0568  0.0917

Output
HOMO level = -10.15 eV
HOMO-LUMO gap = 10.70 eV
energy above the lowest of the compared OMol25 structures with the same formula, charge and spin = 1.3109 eV
structure (SMILES) = C#C[C@H](S)C#N
electronic energy = -607.0598 Ha



Record 2
Density functional theory data (ωB97M-V/def2-TZVPD) for C39H30I2N8S2SeY as an isolated structure.

Each line ends with the Löwdin charge.
Atoms and positions in Å:
Y1 -1.2104 0.0001 1.2224  0.7262
S1 1.1395 0.7694 2.3097  0.5474
C1 0.8470 1.4327 3.9120  -0.7004
C2 1.8723 2.1549 4.5416  -0.1342
C3 1.7266 2.6695 5.8187  -0.1024
C4 0.5417 2.4751 6.5212  -0.1068
C5 -0.4895 1.7770 5.9169  -0.1376
C6 -0.3491 1.2652 4.6258  -0.6833
S2 -1.7757 0.4727 3.9024  0.3442
H1 2.7980 2.2977 3.9967  0.0898
H2 2.5404 3.2282 6.2672  0.0958
H3 0.4186 2.8710 7.5216  0.0942
H4 -1.4293 1.6290 6.4359  0.0967
N1 6.9967 -6.4325 1.3367  0.1414
C7 6.0370 -5.8035 1.2575  -0.1855
C8 4.8285 -5.0127 1.1578  -0.2350
C9 4.8367 -3.6736 1.5386  -0.0161
C10 3.6786 -2.9222 1.4368  0.0010
C11 2.5050 -3.4999 0.9622  -0.1949
C12 2.5010 -4.8393 0.5858  -0.0123
C13 3.6573 -5.5959 0.6791  -0.0216
C14 1.2652 -2.6698 0.8705  -0.0564
C15 1.2354 -1.7492 -0.1897  -0.2824
C16 2.2294 -1.6353 -1.1942  -0.0228
C17 1.7788 -0.6971 -2.1018  -0.0728
C18 0.5310 -0.2622 -1.6167  -0.1583
N2 0.1903 -0.8756 -0.4819  -0.0442
C19 0.3029 -2.9108 1.8443  -0.2595
C20 0.3494 -3.9306 2.8384  -0.0153
C21 -0.8130 -3.8281 3.5645  -0.0606
C22 -1.5245 -2.7344 3.0117  -0.2025
N3 -0.8731 -2.1823 1.9985  -0.0630
H5 5.7483 -3.2283 1.9138  0.1192
H6 3.6688 -1.8795 1.7350  0.1287
H7 1.5853 -5.2831 0.2137  0.1302
H8 3.6600 -6.6371 0.3839  0.1176
H9 3.1510 -2.1952 -1.2386  0.1086
H10 2.2677 -0.3608 -3.0043  0.0796
H11 -0.1246 0.4679 -2.0669  0.0885
H12 1.1494 -4.6395 2.9859  0.1071
H13 -1.1314 -4.4391 4.3951  0.0918
H14 -2.4802 -2.3453 3.3326  0.0761
I1 -2.5466 2.4829 2.6409  0.4247
I2 -3.3170 5.0560 1.2325  -0.1953
Se1 -3.9220 -0.5658 1.0682  0.5167
C23 -3.9969 -2.0061 -0.2087  -0.6512
C24 -4.4239 -1.7562 -1.5144  -0.1554
C25 -4.5036 -2.7801 -2.4523  -0.1048
C26 -4.1589 -4.0792 -2.1038  -0.1166
C27 -3.7389 -4.3421 -0.8055  -0.1000
C28 -3.6594 -3.3184 0.1317  -0.1361
H15 -4.7073 -0.7484 -1.7939  0.0811
H16 -4.8362 -2.5591 -3.4604  0.0952
H17 -4.2192 -4.8773 -2.8335  0.0907
H18 -3.4697 -5.3526 -0.5182  0.0958
H19 -3.3280 -3.5352 1.1363  0.0777
C29 0.1994 3.5750 0.0985  -0.0367
C30 -0.9380 2.9981 -0.6648  -0.4341
N4 -1.4851 1.8064 -0.5076  -0.0313
C31 -2.5410 1.7349 -1.4076  -0.1329
C32 -2.6147 2.8810 -2.1186  -0.0408
N5 -1.5867 3.6714 -1.6449  -0.0416
C33 -1.2808 4.9975 -2.1089  -0.0841
N6 -0.8410 4.9732 -3.4914  -0.0518
N7 -1.4873 5.7155 -4.4210  0.0544
N8 -0.9760 5.4889 -5.5762  0.0632
C34 0.0126 4.5323 -5.4240  -0.2392
C35 0.8386 3.9275 -6.3768  -0.0207
C36 1.7298 2.9810 -5.9284  -0.0874
C37 1.8058 2.6339 -4.5596  -0.0752
C38 1.0019 3.2247 -3.6116  0.0045
C39 0.1017 4.1905 -4.0827  -0.1659
H20 0.6505 2.8077 0.7242  0.0084
H21 -0.1644 4.3779 0.7455  0.0573
H22 0.9675 3.9836 -0.5634  0.0759
H23 -3.1739 0.8649 -1.4580  0.0597
H24 -3.2915 3.2173 -2.8871  0.1270
H25 -0.5109 5.4142 -1.4689  0.1301
H26 -2.1584 5.6334 -2.0556  0.1217
H27 0.7674 4.2012 -7.4222  0.1107
H28 2.3852 2.4844 -6.6326  0.0990
H29 2.5155 1.8775 -4.2467  0.0954
H30 1.0646 2.9400 -2.5693  0.0955

Output
HOMO level = -5.26 eV
HOMO-LUMO gap = 6.40 eV
energy above the lowest of the compared OMol25 structures with the same formula, charge and spin = 0.0000 eV
charge = -1
electronic energy = -5774.0615 Ha



Record 3
Density functional theory data (ωB97M-V/def2-TZVPD) for C21H24N11OPtS4Sb as an isolated structure.

Each line ends with the natural charge from an NBO analysis.
Atoms and positions in Å:
Pt1 0.1595 0.3269 -0.2020  0.7179
S1 1.4252 -3.0010 4.0824  0.0336
Sb1 2.7829 0.8864 2.2308  0.8918
S2 2.4248 0.8441 -0.2005  -0.7681
S3 0.6517 -0.2864 2.8189  -0.3434
S4 2.2987 3.0810 2.8621  -1.0779
C1 -2.2003 -2.2097 1.0595  -0.6839
C2 -2.6525 -1.0085 0.3277  0.4503
N1 -1.9283 -0.0632 -0.2369  -0.4822
C3 -2.7957 0.8434 -0.8017  -0.0486
C4 -4.0704 0.4513 -0.5847  -0.1356
N2 -3.9781 -0.7277 0.1348  -0.3800
C5 -5.0942 -1.5063 0.5789  -0.0256
N3 -5.2274 -2.7646 -0.1316  -0.2095
N4 -5.4154 -3.9097 0.5557  -0.0024
N5 -5.5223 -4.8948 -0.2574  -0.2223
C6 -5.3835 -4.4039 -1.5431  0.0200
C7 -5.4048 -5.0647 -2.7764  -0.1749
C8 -5.2274 -4.2991 -3.9028  -0.2371
C9 -5.0228 -2.9026 -3.8164  -0.1966
C10 -4.9962 -2.2385 -2.6127  -0.2479
C11 -5.1897 -3.0267 -1.4694  0.1547
H1 -1.1405 -2.1304 1.2818  0.3251
H2 -2.3405 -3.1041 0.4484  0.2293
H3 -2.7438 -2.3365 1.9966  0.2259
H4 -2.4198 1.7199 -1.2972  0.2331
H5 -5.0183 0.8896 -0.8422  0.2071
H6 -5.9893 -0.9020 0.4135  0.1996
H7 -5.0255 -1.7705 1.6336  0.2429
H8 -5.5433 -6.1357 -2.8276  0.2205
H9 -5.2233 -4.7709 -4.8768  0.2086
H10 -4.8614 -2.3414 -4.7279  0.2124
H11 -4.7968 -1.1780 -2.5533  0.2357
C12 -0.9203 4.0071 3.4512  -0.4614
C13 -1.5368 2.6461 3.2153  -0.2040
N6 -1.1901 2.1572 1.8948  -0.6651
C14 -0.6894 2.9286 0.8977  0.6749
N7 -0.2385 2.3350 -0.1784  -0.5921
C15 0.2708 3.1840 -1.2493  -0.2178
C16 1.0265 4.3533 -0.6602  -0.4480
C17 0.0567 5.1593 0.1733  -0.1838
N8 -0.7435 4.2875 1.0314  -0.4495
C18 -1.2633 4.8765 2.2563  -0.1895
H12 0.1685 3.8975 3.5008  0.2876
H13 -1.2891 4.4508 4.3784  0.1913
H14 -2.6312 2.7123 3.3038  0.1553
H15 -1.1841 1.9110 3.9401  0.2345
H16 -0.8106 1.2099 1.8635  0.4522
H17 -0.5700 3.5453 -1.8673  0.1487
H18 0.9157 2.5724 -1.8735  0.2404
H19 1.4748 4.9856 -1.4306  0.1943
H20 1.8130 3.9504 -0.0177  0.2747
H21 -0.6136 5.7464 -0.4720  0.1594
H22 0.5989 5.8566 0.8182  0.1968
H23 -2.3518 5.0176 2.1788  0.1637
H24 -0.8140 5.8655 2.3539  0.1955
O1 0.4182 -1.6817 -0.2248  -0.6747
N9 1.6052 -2.2568 0.0991  -0.0403
C19 1.8433 -2.4299 1.3500  -0.0005
C20 1.0048 -2.0876 2.5748  -0.1348
N10 0.0147 -2.9592 2.9473  -0.7903
C21 3.0846 -3.1677 1.5319  0.3225
N11 4.0563 -3.7738 1.6569  -0.4125

Output
HOMO level = -0.13 eV
HOMO-LUMO gap = 3.69 eV
energy above the lowest of the compared OMol25 structures with the same formula, charge and spin = 2.9693 eV
charge = -2
electronic energy = -3444.5173 Ha



Record 4
Density functional theory data (ωB97M-V/def2-TZVPD) for C42H37ClN6O2PS2Ti as an isolated structure.

Each line ends with the Löwdin charge.
Atoms and positions in Å:
Ti1 0.2389 1.0910 -0.5713  0.7615
C1 3.9624 0.3112 -2.9965  0.0040
C2 2.7998 0.2504 -2.0647  -0.2478
N1 2.1983 1.3142 -1.6467  -0.0796
N2 2.7200 2.4877 -2.1050  0.0392
C3 2.0203 3.5141 -1.7337  -0.7837
N3 2.4350 4.7458 -2.0784  0.1187
S1 0.5629 3.3983 -0.7800  0.7906
C4 2.2791 -1.0032 -1.5147  -0.2177
C5 2.8381 -2.2402 -1.8019  0.0161
C6 2.3434 -3.3702 -1.1712  -0.0174
C7 1.3114 -3.2305 -0.2608  -0.0110
C8 0.7956 -1.9670 -0.0337  -0.1087
N4 1.2624 -0.8721 -0.6389  0.0043
H1 3.7741 1.0640 -3.7579  0.0883
H2 4.8590 0.6248 -2.4563  0.1003
H3 4.1534 -0.6466 -3.4704  0.0723
H4 3.1901 4.8319 -2.7385  0.1175
H5 1.8105 5.5242 -1.9625  0.0988
H6 3.6499 -2.3146 -2.5077  0.1134
H7 2.7628 -4.3438 -1.3868  0.1234
H8 0.8989 -4.0802 0.2634  0.1225
H9 -0.0300 -1.8319 0.6459  0.0810
Cl1 -0.6307 0.2245 2.1338  0.8033
C9 -0.1010 1.6480 3.0045  -0.6041
C10 -0.9438 2.1971 3.9465  -0.0723
C11 -0.4877 3.2830 4.6824  -0.0473
C12 0.7905 3.7791 4.4777  -0.0492
C13 1.6203 3.2119 3.5181  -0.0603
C14 1.1779 2.1446 2.7478  -0.3904
P1 2.1171 1.2859 1.4450  1.0656
C15 2.7388 -0.1911 2.3252  -0.3403
C16 2.5395 -0.3645 3.6935  -0.0663
C17 3.0408 -1.4866 4.3390  -0.0563
C18 3.7538 -2.4410 3.6328  -0.0632
C19 3.9664 -2.2754 2.2716  -0.0633
C20 3.4575 -1.1620 1.6231  -0.1273
C21 3.6031 2.2921 1.1395  -0.3402
C22 4.8653 1.7118 1.0353  -0.0731
C23 5.9710 2.4885 0.7222  -0.0638
C24 5.8328 3.8537 0.5240  -0.0631
C25 4.5818 4.4422 0.6389  -0.0674
C26 3.4721 3.6675 0.9355  -0.1458
H10 -1.9314 1.7844 4.1005  0.1186
H11 -1.1353 3.7324 5.4227  0.1169
H12 1.1492 4.6122 5.0666  0.1146
H13 2.6181 3.6032 3.3761  0.1099
H14 1.9956 0.3723 4.2664  0.1052
H15 2.8760 -1.6083 5.4014  0.1129
H16 4.1475 -3.3106 4.1424  0.1116
H17 4.5287 -3.0132 1.7139  0.1115
H18 3.6364 -1.0456 0.5626  0.0911
H19 5.0026 0.6558 1.2190  0.0902
H20 6.9458 2.0243 0.6492  0.1102
H21 6.6990 4.4586 0.2906  0.1106
H22 4.4654 5.5079 0.4935  0.1116
H23 2.5001 4.1377 1.0069  0.0751
S2 -4.1946 1.7339 0.3958  0.7033
C27 -2.6481 1.8666 0.0930  -0.9176
N5 -1.4846 1.9662 -0.1228  -0.1881
C28 -6.7023 -3.3505 1.8475  -0.0489
C29 -6.4733 -2.6298 0.5445  -0.2244
C30 -7.5645 -2.1797 -0.1890  -0.0465
C31 -7.3919 -1.4876 -1.3774  -0.0690
C32 -6.1185 -1.2420 -1.8549  -0.0367
C33 -5.0194 -1.7205 -1.1497  -0.2089
N6 -3.6938 -1.4531 -1.5740  0.1150
C34 -3.2161 -1.4325 -2.8505  -0.1560
C35 -3.9144 -2.0431 -3.9128  -0.0122
C36 -3.4308 -1.9909 -5.1978  -0.0567
C37 -2.2386 -1.3275 -5.5098  -0.0794
C38 -1.5293 -0.7472 -4.4914  -0.0173
C39 -1.9804 -0.8072 -3.1616  -0.0633
C40 -1.1474 -0.2163 -2.1395  -0.5005
O1 -0.1817 0.5916 -2.4407  -0.0860
O2 -1.2833 -0.4395 -0.8979  -0.1248
C41 -5.1801 -2.4049 0.0583  -0.1645
C42 -3.9577 -2.8524 0.8150  -0.0277
H24 -7.7668 -3.4105 2.0661  0.0760
H25 -6.2169 -2.8371 2.6795  0.0858
H26 -6.3114 -4.3696 1.8180  0.0842
H27 -8.5642 -2.3617 0.1859  0.1100
H28 -8.2519 -1.1195 -1.9214  0.1072
H29 -5.9697 -0.6595 -2.7537  0.1176
H30 -3.0708 -1.0943 -0.8668  0.0941
H31 -4.8315 -2.5713 -3.7026  0.1133
H32 -3.9905 -2.4804 -5.9850  0.1128
H33 -1.8800 -1.2858 -6.5283  0.1046
H34 -0.5961 -0.2369 -4.6891  0.1193
H35 -3.2336 -3.3132 0.1404  0.0839
H36 -4.2036 -3.5690 1.5940  0.0680
H37 -3.4617 -2.0026 1.2988  0.0824

Output
HOMO level = -9.55 eV
HOMO-LUMO gap = 5.95 eV
energy above the lowest of the compared OMol25 structures with the same formula, charge and spin = 0.4271 eV
charge = +1
electronic energy = -4549.1033 Ha